1.
# C33H37BCl2CuN7O

A molecular structure, C33H37BCl2CuN7O (the ωB97M-V functional and the def2-TZVPD basis, the OMol25 dataset).

Structure (XYZ):
```
82
Properties=species:S:1:pos:R:3:mulliken_charge:R:1
Cu -0.282 -1.420 0.135 -0.1625
C -2.309 -1.862 4.437 -1.8395
C -2.291 -1.195 3.053 1.4516
C -3.488 -0.230 2.907 -1.5369
C -0.999 -0.412 3.011 -0.6398
C -0.255 0.185 4.144 -0.8164
C 0.812 0.778 3.551 -0.7408
N 0.714 0.654 2.181 1.2438
N -0.417 -0.038 1.872 0.0562
B 1.562 1.509 1.091 -0.6733
N 2.751 0.655 0.577 0.7236
C 3.834 0.235 1.253 -0.2878
C 4.692 -0.410 0.391 -1.3250
C 4.062 -0.370 -0.908 -0.0436
N 2.901 0.270 -0.801 -0.1812
C 4.634 -1.062 -2.158 0.5801
C 3.533 -1.492 -3.067 -1.1609
C 5.642 -0.052 -2.802 -1.4371
N 0.656 2.207 0.125 1.1438
C 1.201 2.877 -0.995 -0.8060
C 0.245 3.731 -1.438 -1.1107
C -0.775 3.727 -0.409 0.0601
N -0.469 2.811 0.507 -0.9721
C -2.030 4.578 -0.139 0.9708
C -2.878 3.770 0.781 -1.4610
C -2.760 4.857 -1.468 -1.3789
H -2.996 -2.717 4.364 0.4491
H -1.342 -2.163 4.762 0.4846
H -2.742 -1.164 5.195 0.2940
H -2.277 -1.835 2.143 0.1398
H -3.420 0.541 3.652 0.4212
H -3.517 0.313 1.986 0.2544
H -4.447 -0.778 2.942 0.3805
H -0.532 -0.039 5.169 0.4494
H 1.663 1.267 4.073 0.3419
H 2.151 2.301 1.781 -0.2407
H 3.933 0.364 2.341 0.3762
H 5.675 -0.758 0.613 0.5125
H 5.131 -1.984 -1.846 0.5240
H 3.349 -0.788 -3.886 0.3195
H 3.798 -2.555 -3.450 0.3504
H 2.488 -1.514 -2.566 -0.0162
H 5.171 0.916 -2.906 0.3287
H 6.570 0.089 -2.182 0.3281
H 6.005 -0.444 -3.795 0.3741
H 2.044 2.409 -1.475 0.5696
H 0.248 4.304 -2.358 0.3725
H -1.730 5.472 0.389 0.3223
H -3.200 2.838 0.276 0.1549
H -2.389 3.524 1.768 0.2692
H -3.769 4.329 1.038 0.5102
H -2.729 3.978 -2.079 0.2645
H -3.896 4.938 -1.374 0.3702
H -2.318 5.698 -1.976 0.3103
Cl -4.961 -3.314 -0.700 -0.2425
C -4.308 -1.902 -1.331 0.0860
C -4.943 -1.036 -2.206 -0.4226
C -4.276 -0.049 -2.939 0.4393
Cl -5.191 0.723 -4.165 -0.2982
C -2.841 0.163 -2.812 0.1588
C -1.989 0.897 -3.638 -0.7862
C -0.633 1.055 -3.274 -0.9372
C -0.149 0.232 -2.263 0.1363
N -0.915 -0.585 -1.574 -0.0693
C -2.182 -0.698 -1.851 0.4189
C -2.946 -1.684 -0.972 -0.0546
O -2.213 -2.441 -0.217 -0.7523
H -6.005 -1.136 -2.321 0.4389
H -2.404 1.438 -4.440 0.4795
H 0.097 1.837 -3.657 0.3922
H 0.890 0.274 -2.017 0.6184
C 2.572 -4.927 1.379 -0.7439
C 2.544 -3.683 2.031 -0.5538
C 1.686 -2.672 1.610 0.3698
C 0.825 -2.876 0.562 0.4334
C 0.667 -4.137 0.093 -0.1073
C 1.608 -5.141 0.449 -0.4989
H 3.379 -5.591 1.605 0.4125
H 3.215 -3.407 2.889 0.2927
H 1.819 -1.665 2.038 0.1325
H -0.103 -4.413 -0.607 0.4848
H 1.550 -6.104 -0.100 0.3011
```

Calculated values
Net charge: -1
Lowest unoccupied orbital energy (spin up / spin down) in eV: 2.49 / 1.78
Spin multiplicity: 2
Highest occupied orbital energy (spin up / spin down) in eV: -4.578 / -4.564
Orbital gap (spin up / spin down) in eV: 7.07 / 6.34
Molecular weight in g/mol: 692.97

=====

2.
# C33H37BN10O4Y

A molecular structure, C33H37BN10O4Y (the ωB97M-V functional and the def2-TZVPD basis, the OMol25 dataset).

Structure (XYZ):
```
86
Properties=species:S:1:pos:R:3:mulliken_charge:R:1
Y 0.348 0.155 -0.557 -0.4521
C -0.569 -3.678 1.316 -0.5332
C 0.818 -4.011 0.764 -0.8227
C 1.498 -2.911 -0.060 -1.2470
N 1.485 -1.605 0.581 1.2083
C 2.238 -1.391 1.634 0.5370
C 3.217 -2.313 2.090 -0.8734
C 3.951 -2.386 3.258 -0.5090
C 3.907 -1.601 4.399 -0.6458
C 3.134 -0.457 4.540 -0.6836
C 2.360 0.217 3.619 -0.9458
C 2.070 -0.037 2.245 1.4091
N 1.553 0.857 1.442 1.0033
C 1.497 2.239 1.887 -1.6668
C 0.134 2.631 2.458 -0.4996
C -0.953 2.590 1.385 -1.9102
N -1.258 1.253 0.917 1.1665
C -2.295 0.621 1.404 0.8849
C -3.020 1.074 2.543 -0.9821
C -4.268 0.741 3.033 -0.5818
C -5.219 -0.139 2.542 -0.6031
C -5.030 -0.984 1.454 -0.5462
C -3.908 -1.234 0.693 -0.8125
C -2.598 -0.675 0.710 0.6211
N -1.591 -1.167 0.037 1.2026
C -1.729 -2.446 -0.647 -1.2758
C -1.721 -3.642 0.310 -0.9159
H -0.525 -2.724 1.848 0.0531
H -0.813 -4.435 2.068 0.4417
H 0.762 -4.914 0.145 0.4936
H 1.461 -4.254 1.613 0.4190
H 0.997 -2.811 -1.023 0.1983
H 2.517 -3.224 -0.319 0.4776
H 3.423 -3.113 1.391 0.3122
H 4.639 -3.226 3.296 0.3140
H 4.512 -1.906 5.243 0.3133
H 3.161 0.008 5.522 0.3228
H 1.887 1.107 4.012 0.1792
H 1.691 2.873 1.016 0.1915
H 2.290 2.459 2.608 0.7508
H 0.200 3.649 2.858 0.4495
H -0.139 1.966 3.283 0.3641
H -0.565 3.157 0.525 0.1728
H -1.854 3.111 1.732 0.8511
H -2.500 1.821 3.129 0.1991
H -4.554 1.284 3.930 0.3229
H -6.176 -0.179 3.046 0.3180
H -5.894 -1.581 1.176 0.3108
H -4.047 -2.000 -0.057 0.3186
H -0.910 -2.529 -1.359 0.1977
H -2.630 -2.477 -1.272 0.6372
H -1.717 -4.560 -0.289 0.4603
H -2.658 -3.641 0.873 0.4304
B 3.801 0.818 -1.241 0.4131
N 2.968 2.126 -1.486 -0.6238
C 3.440 3.316 -1.871 -0.1371
C 2.377 4.184 -2.050 -1.3724
C 1.259 3.405 -1.754 -0.3445
N 1.620 2.169 -1.406 0.6651
N 3.325 -0.232 -2.278 -0.5036
C 3.999 -0.768 -3.303 -0.1883
C 3.136 -1.578 -4.021 -1.3114
C 1.919 -1.458 -3.346 -0.6044
N 2.046 -0.651 -2.295 0.5173
H 4.959 1.084 -1.463 -0.2069
H 3.606 0.411 -0.128 -0.2025
H 4.500 3.456 -1.999 0.4311
H 2.407 5.213 -2.364 0.4352
H 0.216 3.669 -1.794 0.3945
H 5.038 -0.527 -3.452 0.4238
H 3.350 -2.154 -4.904 0.4174
H 0.956 -1.884 -3.578 0.5414
O -4.235 0.736 -5.107 -0.5774
C -4.390 1.824 -4.381 0.3308
O -5.315 2.590 -4.546 -0.6553
C -3.400 2.071 -3.294 0.1643
C -3.477 3.160 -2.460 -0.4800
N -2.429 3.082 -1.621 -0.1652
N -1.672 2.001 -1.839 0.2507
C -2.248 1.370 -2.847 -0.2690
C -1.657 0.056 -3.275 0.5773
O -2.168 -0.536 -4.241 -0.9761
O -0.708 -0.362 -2.566 0.0042
H -3.415 0.208 -4.818 0.4390
H -4.201 3.956 -2.425 0.5116
H -2.216 3.679 -0.840 0.0752
```

Calculated values
ΔE to the lowest compared entry with this formula, charge and spin in eV: 0.0000
Net charge: -1
Lowest unoccupied orbital energy in eV: 2.35
Highest occupied orbital energy in eV: -4.401
Orbital gap in eV: 6.75
Molecular weight in g/mol: 737.44

=====

3.
# C33H37Br2MnN7P2S2Se

A molecular structure, C33H37Br2MnN7P2S2Se (the ωB97M-V functional and the def2-TZVPD basis, the OMol25 dataset).

Structure (XYZ):
```
85
Properties=species:S:1:pos:R:3:mulliken_charge:R:1
Mn 0.621 -0.296 0.020 0.8807
Br -2.264 -3.328 5.314 -0.0444
C -1.492 -2.454 3.866 -0.3238
C -1.255 -1.084 3.912 -1.0001
C -0.678 -0.496 2.810 -0.6104
N -0.342 -1.167 1.700 0.6598
C -0.539 -2.502 1.669 0.5762
C -1.118 -3.167 2.737 -0.8981
C -0.050 -3.229 0.463 0.9469
C -0.294 -4.575 0.261 -0.8213
C 0.237 -5.187 -0.870 -0.4617
Br -0.076 -6.998 -1.183 -0.0712
C 1.000 -4.439 -1.753 -1.2438
C 1.179 -3.096 -1.476 -0.5568
N 0.669 -2.496 -0.402 0.4150
H -1.500 -0.501 4.788 0.5124
H -0.445 0.562 2.813 0.7059
H -1.264 -4.235 2.715 0.5025
H -0.886 -5.160 0.948 0.5327
H 1.433 -4.881 -2.639 0.5835
H 1.748 -2.469 -2.152 0.7930
S -1.238 0.008 -1.451 -0.7016
P 0.184 0.312 -2.872 0.9719
S 1.932 0.460 -1.798 -0.4455
C -0.095 1.811 -3.806 0.5394
C 0.891 2.781 -3.962 -0.1656
C 0.628 3.899 -4.741 -0.7539
C -0.609 4.046 -5.353 -0.5292
C -1.592 3.074 -5.198 -0.8019
C -1.338 1.952 -4.429 -0.4754
C 0.245 -1.051 -4.021 0.9169
C -0.718 -2.056 -4.009 -0.4061
C -0.643 -3.079 -4.944 -0.7025
C 0.387 -3.096 -5.874 -0.5401
C 1.347 -2.088 -5.884 -0.7415
C 1.276 -1.057 -4.964 -0.5057
H 1.856 2.668 -3.485 0.4815
H 1.393 4.652 -4.878 0.4677
H -0.806 4.917 -5.963 0.4606
H -2.548 3.184 -5.692 0.4633
H -2.097 1.184 -4.328 0.4594
H -1.519 -2.041 -3.281 0.3983
H -1.394 -3.857 -4.951 0.4761
H 0.439 -3.893 -6.604 0.4542
H 2.139 -2.100 -6.620 0.4614
H 2.014 -0.263 -4.986 0.4508
C -2.394 4.605 -0.320 -0.8851
N -2.746 3.841 0.974 0.0514
C -2.188 4.645 2.163 -0.7833
N -0.797 4.863 2.007 0.1978
C -0.524 5.578 0.761 -0.9451
N -0.995 4.830 -0.403 0.1982
C -0.232 3.601 -0.634 -0.5836
P -0.340 2.415 0.784 1.1765
C -2.197 2.445 0.952 -1.2381
C -0.001 3.643 2.141 -1.1832
H -2.941 5.546 -0.267 0.3732
H -2.759 4.003 -1.153 0.4003
H -3.763 3.799 1.058 0.3604
H -2.416 4.079 3.065 0.3875
H -2.732 5.590 2.169 0.3766
H 0.546 5.751 0.670 0.3730
H -1.029 6.544 0.792 0.3254
H 0.815 3.856 -0.812 0.4984
H -0.597 3.110 -1.538 -0.0110
H -2.512 1.949 1.871 0.5305
H -2.639 1.921 0.104 0.7273
H 1.057 3.911 2.125 0.4220
H -0.192 3.192 3.117 0.4427
C 4.669 -2.104 -0.376 -0.8904
N 4.898 -0.676 -0.182 0.2578
C 5.956 0.022 -0.712 -0.3740
C 5.815 1.312 -0.325 -0.4149
N 4.671 1.382 0.433 0.2349
C 4.158 2.589 1.070 -0.7913
C 4.115 0.162 0.514 -0.3697
Se 2.611 -0.302 1.550 -0.0966
H 5.627 -2.588 -0.539 0.3751
H 4.028 -2.257 -1.243 0.2593
H 4.198 -2.516 0.512 0.3727
H 6.717 -0.456 -1.304 0.5108
H 6.432 2.173 -0.509 0.4765
H 4.853 3.399 0.871 0.3672
H 4.076 2.437 2.143 0.3679
H 3.182 2.832 0.652 0.1936
```

Calculated values
ΔE to the lowest compared entry with this formula, charge and spin in eV: 0.0000
Net charge: +3
Lowest unoccupied orbital energy (spin up / spin down) in eV: -9.66 / -7.99
Spin multiplicity: 5
Highest occupied orbital energy (spin up / spin down) in eV: -16.010 / -16.067
Orbital gap (spin up / spin down) in eV: 6.35 / 8.08
Molecular weight in g/mol: 951.50